Entry 1:
ORCA calculation (ωB97M-V with the def2-TZVPD basis set) on a single C12H13NS molecule.

Output
relative energy (zero: lowest compared OMol25 entry of this formula, charge and spin): 1.8257 eV
charge: 0
HOMO energy: -0.30030 Ha
LUMO: 0.87 eV
SMILES string: Cc1ccc(NCc2ccsc2)cc1
gap between HOMO and LUMO: 9.038 eV

Atoms and positions in Å:
S (-3.647, 2.988, 2.814)
N (-0.290, 0.538, 0.819)
C (1.707, -0.991, -2.071)
C (-2.616, 1.339, 1.036)
C (0.781, -0.126, 0.008)
C (2.971, -1.053, -0.047)
C (-2.278, 2.330, 1.937)
C (2.812, -1.366, -1.439)
C (-4.829, 2.135, 1.802)
C (4.012, -2.139, -1.973)
C (-4.119, 1.277, 0.957)
C (0.665, -0.449, -1.340)
C (1.992, -0.380, 0.654)
C (-1.636, 0.477, 0.250)
H (2.193, -0.254, 1.775)
H (-1.288, 2.618, 2.309)
H (-0.411, 0.160, 1.715)
H (-0.172, -0.251, -1.975)
H (3.926, -1.410, 0.388)
H (4.095, -2.046, -3.096)
H (3.769, -3.280, -1.549)
H (5.038, -1.746, -1.539)
H (-5.951, 2.042, 2.037)
H (-4.669, 0.627, 0.318)
H (-1.885, -0.610, 0.197)
H (-1.717, 0.825, -0.890)
H (1.547, -1.255, -3.097)

---

Entry 2:
ORCA calculation (ωB97M-V with the def2-TZVPD basis set) on a single C12H13OPS molecule.

Output
relative energy (zero: lowest compared OMol25 entry of this formula, charge and spin): 3.4085 eV
charge: 0
HOMO energy: -0.31306 Ha
LUMO: 0.42 eV
gap between HOMO and LUMO: 8.938 eV

Atoms and positions in Å:
S (-1.159, 2.154, 1.417)
P (2.843, 0.507, 0.507)
O (-1.816, 3.443, 1.038)
C (-3.412, -1.336, -0.656)
C (2.964, 0.740, -2.191)
C (0.429, 1.930, 0.553)
C (3.027, -1.163, 1.256)
C (-2.359, -1.525, 0.195)
C (2.262, 0.271, -1.130)
C (-1.663, -0.460, 0.724)
C (3.169, -2.247, 0.466)
C (-2.122, 0.824, 0.518)
C (-3.213, 1.046, -0.335)
C (1.175, 0.996, 1.182)
C (-3.841, -0.043, -0.880)
H (3.972, 0.848, -1.953)
H (1.234, -0.073, -1.070)
H (-3.617, 2.064, -0.421)
H (-0.872, -0.526, 1.547)
H (0.704, 0.588, 2.154)
H (0.681, 2.590, -0.247)
H (3.120, -1.258, 2.339)
H (-3.974, -2.216, -1.032)
H (-4.751, 0.057, -1.428)
H (3.489, -2.180, -0.607)
H (-2.173, -2.560, 0.475)
H (3.296, -3.200, 0.849)
H (2.605, 0.728, -3.270)

---

Entry 3:
ORCA calculation (ωB97M-V with the def2-TZVPD basis set) on a molecular structure, C12H14BF3MnN6O2.

Output
charge: +2
HOMO energy (spin up / spin down): -0.61153 / -0.60782 Ha
LUMO (spin up / spin down): -9.48 / -12.25 eV
spin multiplicity: 4
gap between HOMO and LUMO (spin up / spin down): 7.163 / 4.287 eV

Atoms and positions in Å:
Mn (-0.426, -0.345, 0.055)
F (-1.998, 1.732, 3.945)
F (0.116, 2.349, 4.053)
F (-0.570, 0.502, 5.049)
O (-1.210, 0.649, 1.628)
O (0.776, -0.032, 2.448)
N (-1.352, -2.078, -0.177)
N (-1.955, 0.459, -1.072)
N (-2.406, -0.222, -2.187)
N (0.537, -0.673, -1.661)
N (-1.871, -2.506, -1.384)
N (-0.224, -1.230, -2.675)
C (-2.017, -4.206, 0.026)
C (-1.428, -3.111, 0.687)
C (-0.715, 1.275, 3.939)
C (2.535, 2.594, 0.172)
C (-2.638, 1.624, -1.007)
C (1.787, -0.868, -3.518)
C (0.509, -1.326, -3.786)
C (-2.253, -3.789, -1.276)
C (-0.333, 0.534, 2.573)
C (-3.302, 0.531, -2.849)
C (1.783, -0.446, -2.170)
C (-3.506, 1.703, -2.126)
B (-1.741, -1.557, -2.586)
H (2.854, 3.078, -0.763)
H (-2.636, -4.309, -2.137)
H (-4.188, 2.491, -2.412)
H (2.494, 3.394, 0.935)
H (0.009, -1.681, -4.670)
H (2.589, -0.885, -4.234)
H (-3.643, 0.167, -3.806)
H (-1.008, -3.018, 1.672)
H (-2.456, 2.286, -0.168)
H (-2.211, -5.181, 0.415)
H (1.536, 2.080, 0.070)
H (3.275, 1.843, 0.486)
H (-2.170, -2.011, -3.612)
H (2.569, -0.052, -1.545)

---

Entry 4:
ORCA calculation (ωB97M-V with the def2-TZVPD basis set) on a molecular structure, C12H14BF5HfN6.

Output
relative energy (zero: lowest compared OMol25 entry of this formula, charge and spin): 0.7365 eV
charge: +2
HOMO energy: -0.60712 Ha
LUMO: -8.43 eV
gap between HOMO and LUMO: 8.092 eV

Atoms and positions in Å:
Hf (0.020, -0.289, 0.701)
F (-1.525, -1.058, 2.895)
F (0.930, -2.728, 3.282)
F (-0.326, 0.594, 3.791)
F (1.748, -0.924, 4.323)
F (-0.098, -1.883, 4.998)
N (0.385, 0.366, -2.231)
N (-1.651, 1.120, -1.223)
N (-0.726, -1.788, -0.369)
N (-1.243, 1.184, 0.105)
N (-1.317, -1.414, -1.567)
N (1.217, 0.342, -1.106)
C (-0.933, -3.118, -0.170)
C (-1.812, 2.311, 0.622)
C (2.484, 0.586, -1.580)
C (3.202, 1.771, 2.256)
C (-2.552, 2.074, -1.469)
C (0.611, -1.543, 3.895)
C (-1.916, -2.488, -2.063)
C (1.085, 0.576, -3.353)
C (-1.712, -3.590, -1.214)
C (2.427, 0.730, -2.998)
C (-2.675, 2.854, -0.318)
C (-0.212, -0.569, 3.067)
B (-1.114, 0.005, -2.179)
H (-3.009, 2.119, -2.448)
H (-3.331, 3.689, -0.204)
H (2.116, 1.764, 1.877)
H (3.315, 0.551, -0.867)
H (3.283, 0.846, -3.670)
H (3.685, 1.943, 1.283)
H (-2.360, -2.388, -3.019)
H (-2.025, -4.596, -1.337)
H (3.543, 2.518, 2.993)
H (0.555, 0.532, -4.339)
H (3.638, 0.777, 2.579)
H (-0.508, -3.575, 0.691)
H (-1.636, 2.590, 1.635)
H (-1.565, 0.106, -3.269)

---

Going through the records in order, we get calculated total energy values of -24978.1945, -34821.7243, -65838.1144, -37167.3484 eV.